#A
This record from OMol25 describes a 3-piece molecular cluster, C6H14N2O overall. The level of theory is the ωB97M-V functional and the def2-TZVPD basis.

```
23
C6H14N2O the ωB97M-V functional and the def2-TZVPD basis
H -1.84 1.07 -1.54
N -1.64 0.22 -1.02
C -1.96 0.26 0.20
C -1.77 -0.91 1.11
C -1.37 -2.19 0.39
H -2.39 1.14 0.70
H -0.99 -0.62 1.83
H -2.69 -1.05 1.68
H -0.45 -2.04 -0.16
H -1.22 -2.99 1.11
H -2.14 -2.48 -0.32
C 1.53 2.51 0.39
C 1.20 1.44 1.28
N 0.97 0.60 2.04
H 2.44 2.25 -0.15
H 0.72 2.65 -0.32
H 1.69 3.43 0.96
C 1.59 -0.53 -1.73
O 2.27 -0.29 -0.51
H 2.06 0.09 -2.49
H 1.68 -1.59 -2.03
H 0.53 -0.28 -1.66
H 1.78 -0.70 0.25
```

For the HOMO energy, the calculation gives -9.76 eV. The SMILES is [H]/N=C/CC.CC#N.CO.

Need the Mulliken charges? In units of e they are: H 0.20; N -0.56; C -0.13; C -0.27; C -1.00; H 0.38; H 0.24; H 0.34; H 0.10; H 0.37; H 0.33; C -0.90; C 0.66; N -0.60; H 0.26; H 0.24; H 0.36; C -0.45; O -0.56; H 0.28; H 0.27; H 0.13; H 0.31


#B
This record from OMol25 describes C6H14N2O as an isolated structure. The level of theory is the ωB97M-V functional and the def2-TZVPD basis.

```
23
C6H14N2O the ωB97M-V functional and the def2-TZVPD basis
C 1.38 -0.17 -0.52
C 2.32 0.35 -1.58
C 1.37 0.56 0.75
C -0.32 0.12 -1.35
O -0.50 1.27 -1.73
H 1.41 -1.25 -0.40
H -0.40 -0.75 -2.04
H 2.06 1.38 -1.83
H 2.27 1.14 0.94
H 0.43 1.25 0.80
H 2.24 -0.23 -2.50
H 3.36 0.32 -1.25
H 1.13 -0.05 1.62
C -1.34 -1.66 0.34
N -2.07 0.61 1.96
C -1.49 0.72 0.73
N -1.28 -0.28 -0.10
H -2.29 -0.30 2.33
H -2.68 1.35 2.27
H -1.54 1.69 0.23
H -0.66 -1.86 1.18
H -2.36 -1.92 0.64
H -1.05 -2.30 -0.49
```

For the HOMO energy, the calculation gives -7.05 eV.

Need the Mulliken charges? In units of e they are: C 0.25; C -1.48; C -0.91; C -0.17; O -0.70; H 0.38; H 0.37; H 0.32; H 0.39; H 0.19; H 0.36; H 0.41; H 0.23; C -1.16; N -0.38; C -0.28; N 0.16; H 0.20; H 0.25; H 0.46; H 0.37; H 0.40; H 0.33


Which one sits at the bottom of the stability order? #B does.


#A
This record from OMol25 describes an isolated molecule of C6H14N2O. The level of theory is the ωB97M-V functional and the def2-TZVPD basis.

```
23
C6H14N2O the ωB97M-V functional and the def2-TZVPD basis
C 0.32 -0.76 -2.48
C 1.14 0.28 -1.77
O 1.83 1.06 -2.43
C 1.12 0.40 -0.24
C 0.55 1.75 0.16
C 0.60 -0.84 0.53
N -0.77 -0.93 1.06
C -0.99 -0.30 2.36
N -1.77 -0.56 0.11
H 0.37 -0.58 -3.56
H -0.73 -0.70 -2.19
H 0.73 -1.76 -2.29
H 2.19 0.44 0.02
H 0.55 1.89 1.24
H 1.16 2.56 -0.26
H -0.47 1.90 -0.23
H 0.76 -1.74 -0.07
H 1.28 -0.99 1.38
H -1.01 0.79 2.31
H -1.95 -0.64 2.78
H -0.22 -0.60 3.08
H -2.05 0.42 0.19
H -2.63 -1.10 0.27
```

For the HOMO energy, the calculation gives -8.86 eV. The SMILES is CC(=O)[C@@H](C)CN(C)N.

Need the Mulliken charges? In units of e they are: C -1.14; C 0.34; O -0.61; C 1.02; C -1.60; C -1.22; N 0.11; C -0.93; N -0.52; H 0.36; H 0.33; H 0.32; H 0.34; H 0.30; H 0.45; H 0.31; H 0.38; H 0.38; H 0.31; H 0.32; H 0.33; H 0.18; H 0.23


#B
This record from OMol25 describes a 2-piece molecular cluster, C6H14N2O overall. The level of theory is the ωB97M-V functional and the def2-TZVPD basis.

```
23
C6H14N2O the ωB97M-V functional and the def2-TZVPD basis
C -0.46 -0.94 0.80
C 1.25 -0.78 -0.87
C -1.44 0.57 -0.34
C -1.76 -0.21 0.88
C 0.92 2.75 -0.77
C -0.58 -2.42 0.54
N 0.64 1.40 -1.23
N 1.51 0.53 -0.77
O 0.38 -0.54 1.83
H 1.26 -0.92 1.68
H 2.12 0.81 0.00
H 2.01 -1.44 -0.48
H 0.67 -1.10 -1.72
H -1.65 0.13 -1.30
H -1.49 1.65 -0.30
H -1.81 0.40 1.78
H -2.65 -0.86 0.83
H 1.61 3.26 -1.45
H -0.01 3.31 -0.78
H 1.34 2.79 0.25
H -1.19 -2.88 1.33
H 0.39 -2.93 0.52
H -1.07 -2.59 -0.41
```

For the HOMO energy (spin up / spin down), the calculation gives -6.90 / -6.89 eV.

Need the Mulliken charges? In units of e they are: C 0.85; C -0.99; C -0.82; C -0.48; C -0.81; C -1.55; N -0.54; N 0.15; O -0.57; H 0.40; H 0.37; H 0.51; H 0.36; H 0.26; H 0.28; H 0.31; H 0.29; H 0.28; H 0.31; H 0.30; H 0.43; H 0.33; H 0.33


Which one sits at the bottom of the stability order? #B does.


#A
This record from OMol25 describes an isolated molecule of C22H25N3O3S. The level of theory is the ωB97M-V functional and the def2-TZVPD basis.

```
54
C22H25N3O3S the ωB97M-V functional and the def2-TZVPD basis
C -6.72 -3.33 1.62
C -6.34 -2.29 0.58
O -5.05 -1.81 0.88
C -4.46 -1.01 -0.12
C -5.06 0.40 -0.21
C -4.35 1.26 -1.25
N -2.95 1.48 -0.94
C -2.63 2.44 -0.02
S -3.74 3.39 0.74
N -1.32 2.61 0.29
C -0.29 1.91 -0.30
C 1.04 2.14 0.05
C 2.04 1.43 -0.59
C 3.49 1.66 -0.28
O 4.33 1.71 -1.16
N 3.77 1.84 1.03
C 5.12 1.79 1.52
C 5.48 0.38 2.02
C 5.24 -0.61 0.92
C 4.01 -1.26 0.81
C 3.75 -2.10 -0.26
C 4.72 -2.30 -1.23
C 5.94 -1.67 -1.13
C 6.20 -0.83 -0.06
C 1.73 0.49 -1.57
C 0.41 0.24 -1.89
C -0.61 0.95 -1.26
C -2.01 0.70 -1.62
O -2.36 -0.12 -2.44
H -6.70 -2.88 2.61
H -7.71 -3.71 1.42
H -6.00 -4.15 1.60
H -6.35 -2.73 -0.43
H -7.07 -1.46 0.59
H -3.40 -0.95 0.16
H -4.53 -1.50 -1.10
H -6.11 0.34 -0.49
H -5.00 0.88 0.77
H -4.38 0.77 -2.23
H -4.84 2.24 -1.31
H -1.12 3.33 0.97
H 1.27 2.90 0.78
H 3.04 1.63 1.70
H 5.25 2.52 2.32
H 5.77 2.06 0.68
H 6.53 0.37 2.32
H 4.87 0.14 2.89
H 3.26 -1.11 1.57
H 2.79 -2.59 -0.33
H 4.51 -2.95 -2.07
H 6.70 -1.82 -1.88
H 7.15 -0.33 0.01
H 2.54 -0.03 -2.06
H 0.14 -0.49 -2.64
```

For the HOMO energy, the calculation gives -8.57 eV. The SMILES is CCOCCCn1c(=S)[nH]c2cc(C(=O)NCCc3ccccc3)ccc2c1=O.

Need the Mulliken charges? In units of e they are: C -1.31; C -0.09; O -0.38; C -0.30; C -0.13; C -1.65; N 0.07; C 0.08; S -0.33; N -0.08; C 0.28; C -0.84; C 0.62; C 0.15; O -0.62; N -0.10; C -0.82; C -1.15; C 0.63; C -0.20; C -0.69; C -0.44; C -0.58; C -0.28; C -0.92; C -0.97; C 0.53; C 0.76; O -0.65; H 0.32; H 0.39; H 0.31; H 0.28; H 0.25; H 0.12; H 0.34; H 0.39; H 0.21; H 0.47; H 0.53; H 0.31; H 0.54; H 0.31; H 0.38; H 0.39; H 0.42; H 0.36; H 0.37; H 0.43; H 0.40; H 0.39; H 0.39; H 0.61; H 0.50


#B
This record from OMol25 describes an isolated molecule of C22H25N3O3S. The level of theory is the ωB97M-V functional and the def2-TZVPD basis.

```
54
C22H25N3O3S the ωB97M-V functional and the def2-TZVPD basis
C -6.03 -2.00 -0.85
C -4.90 -2.33 0.12
O -3.95 -1.27 0.18
C -4.22 -0.25 0.99
O -5.20 -0.17 1.68
C -3.15 0.82 0.93
C -3.74 2.14 0.43
C -4.31 2.03 -0.98
S -1.77 0.22 -0.11
C -0.57 1.36 0.43
N -0.70 2.25 1.37
N 0.46 2.91 1.47
C 1.28 2.43 0.59
C 2.69 2.90 0.41
O 3.57 1.94 -0.11
C 3.71 0.74 0.54
C 3.16 0.45 1.78
C 3.34 -0.81 2.33
C 4.06 -1.79 1.67
C 4.26 -3.15 2.27
C 4.62 -1.48 0.43
C 4.44 -0.23 -0.13
N 0.68 1.43 -0.13
C 1.21 0.61 -1.15
C 1.72 1.19 -2.30
C 2.26 0.39 -3.29
C 2.28 -0.99 -3.12
C 1.76 -1.56 -1.98
C 1.22 -0.76 -0.98
H -6.69 -2.86 -0.94
H -6.60 -1.15 -0.47
H -5.63 -1.75 -1.83
H -5.29 -2.52 1.12
H -4.33 -3.20 -0.23
H -2.74 0.98 1.93
H -2.96 2.90 0.47
H -4.53 2.43 1.12
H -4.66 3.00 -1.32
H -5.15 1.33 -1.00
H -3.55 1.67 -1.67
H 2.72 3.73 -0.32
H 3.04 3.29 1.38
H 2.59 1.18 2.34
H 2.91 -1.03 3.30
H 3.56 -3.32 3.08
H 5.27 -3.24 2.66
H 4.12 -3.93 1.51
H 5.19 -2.22 -0.10
H 4.86 0.02 -1.09
H 1.69 2.27 -2.42
H 2.66 0.83 -4.18
H 2.71 -1.61 -3.89
H 1.78 -2.63 -1.85
H 0.83 -1.20 -0.08
```

For the HOMO energy, the calculation gives -8.39 eV. The SMILES is CCOC(=O)[C@H](CC)Sc1nnc(COc2ccc(C)cc2)n1-c1ccccc1.

Need the Mulliken charges? In units of e they are: C -1.10; C -0.30; O -0.31; C -0.15; O -0.60; C 0.40; C -0.85; C -1.07; S -0.13; C 0.33; N -0.29; N -1.08; C 0.57; C -0.70; O -0.46; C 0.61; C -0.22; C -1.00; C 0.92; C -1.53; C -0.60; C -0.53; N 0.78; C -0.51; C 0.00; C -0.86; C -0.50; C -1.06; C 0.44; H 0.40; H 0.30; H 0.29; H 0.31; H 0.34; H 0.67; H 0.45; H 0.44; H 0.41; H 0.23; H 0.29; H 0.37; H 0.33; H 0.43; H 0.36; H 0.36; H 0.32; H 0.36; H 0.38; H 0.47; H 0.47; H 0.41; H 0.42; H 0.41; H 0.60


Which one sits at the bottom of the stability order? #B does.


#A
This record from OMol25 describes an isolated molecule of C2H3N3S2. The level of theory is the ωB97M-V functional and the def2-TZVPD basis.

```
10
C2H3N3S2 the ωB97M-V functional and the def2-TZVPD basis
S 0.70 3.06 0.37
C 0.37 1.42 0.50
N 0.11 0.68 1.63
C 0.19 -0.57 1.07
N -0.04 -0.58 -0.25
S -0.06 -1.98 -1.37
N 0.39 0.63 -0.69
H -0.07 -1.55 1.61
H -1.46 -2.10 -1.30
H -0.13 0.99 -1.56
```

For the HOMO energy, the calculation gives -8.05 eV. The SMILES is S=c1ncn(S)[nH]1.

Need the Mulliken charges? In units of e they are: S -0.36; C 0.12; N -0.40; C 0.06; N 0.09; S -0.08; N -0.23; H 0.30; H 0.20; H 0.32


#B
This record from OMol25 describes C2H3N3S2 as an isolated structure. The level of theory is the ωB97M-V functional and the def2-TZVPD basis.

```
10
C2H3N3S2 the ωB97M-V functional and the def2-TZVPD basis
C -2.10 1.27 0.66
C -0.32 0.13 0.51
N -0.85 1.06 1.17
N -2.54 0.45 -0.21
N 2.75 -1.20 -0.75
S -1.39 -0.61 -0.62
S 2.27 -0.86 0.78
H -2.80 2.09 0.98
H 2.72 -0.42 -1.34
H 2.26 -1.91 -1.18
```

For the HOMO energy (spin up / spin down), the calculation gives -8.89 / -8.88 eV.

Need the Mulliken charges? In units of e they are: C -0.08; C 0.24; N -0.42; N -0.35; N -0.42; S 0.07; S 0.08; H 0.33; H 0.28; H 0.27


Which one sits at the bottom of the stability order? #B does.